DFT (ωB97M-V/def2-TZVPD) results for C19H43InOP3S2 as an isolated structure in a non-equilibrium geometry.

The geometry in XYZ format:
```
69
Properties=species:S:1:pos:R:3:forces:R:3:nbo_charge:R:1
In -0.981 0.270 0.496 0.5 -0.7 0.3 1.1903
P 1.553 -0.545 -0.769 0.8 -0.4 -0.2 0.8707
P -1.361 1.513 -1.771 -0.3 0.2 -0.4 0.9143
P -0.663 -2.152 1.764 0.9 -0.6 0.4 0.8948
H -3.728 0.162 -0.660 -0.4 -0.3 0.6 0.1738
C -4.040 0.149 0.399 -2.6 1.1 -1.0 -0.3317
C -2.942 0.176 1.403 -0.5 -0.3 0.6 -0.9723
H -2.992 1.081 2.033 -0.5 -0.5 -0.1 0.2584
C 1.566 -1.964 -1.938 -0.3 0.0 0.1 -0.9245
C 2.557 0.635 -1.754 -0.2 0.3 0.1 -0.9293
C 2.833 -1.091 0.432 0.0 0.2 0.2 -0.9334
C -2.997 2.309 -1.783 -0.1 0.2 0.0 -0.9472
C -0.240 2.916 -2.057 0.1 0.1 0.1 -0.9390
C -1.326 0.527 -3.304 0.1 0.0 -0.1 -0.9431
C -1.950 -2.985 2.772 -0.3 0.4 -0.2 -0.9215
C 0.628 -1.878 3.034 0.0 0.2 0.2 -0.9398
C -0.028 -3.585 0.832 -0.1 -0.3 -0.3 -0.9475
H -4.788 0.958 0.586 0.8 -0.5 -0.5 0.2402
H -2.992 -0.700 2.063 0.3 0.3 -0.1 0.2570
H 2.583 -2.078 -2.337 -0.3 0.0 0.1 0.2664
H 0.871 -1.771 -2.764 0.2 -0.2 0.1 0.2352
H 1.267 -2.887 -1.429 0.1 0.2 -0.2 0.2518
H 3.520 0.161 -1.994 -0.3 0.2 0.0 0.2675
H 2.741 1.546 -1.171 0.0 -0.1 -0.2 0.2416
H 2.039 0.903 -2.683 0.2 -0.1 0.1 0.2418
H 3.821 -0.991 -0.041 -0.3 -0.1 0.2 0.2665
H 2.683 -2.136 0.732 0.1 0.3 -0.1 0.2500
H 2.799 -0.453 1.325 0.1 -0.2 -0.2 0.2396
H -2.938 3.209 -2.405 -0.1 -0.1 0.1 0.2731
H -3.282 2.591 -0.763 0.0 0.1 -0.2 0.2584
H -3.767 1.644 -2.189 0.3 0.2 0.1 0.2456
H -0.609 3.453 -2.945 0.2 -0.1 0.3 0.2711
H 0.795 2.593 -2.226 -0.3 0.1 0.0 0.2615
H -0.266 3.597 -1.193 0.0 -0.2 -0.3 0.2620
H -1.263 1.215 -4.159 0.0 -0.2 0.2 0.2734
H -2.249 -0.062 -3.398 0.4 0.1 0.1 0.2530
H -0.463 -0.154 -3.320 -0.3 0.3 -0.1 0.2514
H -1.439 -3.787 3.323 -0.2 0.2 -0.2 0.2664
H -2.709 -3.411 2.105 0.1 0.0 0.2 0.2516
H -2.423 -2.297 3.480 0.1 -0.2 -0.1 0.2570
H 0.362 -2.476 3.915 0.3 0.2 -0.1 0.2672
H 0.654 -0.815 3.306 0.1 -0.3 0.1 0.2449
H 1.615 -2.179 2.666 -0.3 0.1 0.2 0.2514
H -0.484 -4.488 1.262 0.3 0.2 -0.2 0.2715
H 1.065 -3.666 0.898 -0.4 0.0 -0.1 0.2526
H -0.335 -3.509 -0.219 0.1 -0.2 0.3 0.2348
C -5.682 -1.273 -1.460 0.7 -0.7 -0.8 0.0860
C -5.233 -2.549 -2.139 0.7 1.1 1.1 -0.5894
C -4.377 -2.254 -3.326 -0.7 0.2 -0.5 0.0213
C -4.503 -1.058 -3.977 0.6 -0.9 -0.7 -0.3291
C -5.345 -0.030 -3.491 -1.0 -0.1 1.2 0.0305
C -5.901 -0.116 -2.204 0.0 0.5 -0.4 -0.3414
S -5.518 -1.398 0.217 1.1 1.4 1.7 0.2665
H -4.711 -3.039 -1.292 -0.2 -0.5 -1.2 0.2825
H -6.112 -3.162 -2.417 0.2 0.0 -0.2 0.3440
H -3.734 -3.056 -3.692 -0.4 0.2 -0.2 0.2531
H -4.026 -0.899 -4.947 0.1 -0.1 0.4 0.2636
H -5.525 0.865 -4.095 0.1 -0.3 0.2 0.2609
H -6.439 0.730 -1.762 0.3 -0.3 -0.2 0.2756
C 0.067 3.690 3.554 -0.1 0.2 -0.1 -0.7958
S 0.565 2.934 1.994 0.3 -0.8 1.1 1.2279
C 2.246 2.455 2.442 -0.1 0.2 -0.2 -0.7963
O -0.186 1.561 2.038 0.2 0.3 -0.5 -1.0290
H 0.809 4.449 3.817 -0.1 0.0 -0.1 0.2736
H 0.002 2.940 4.353 0.1 0.1 -0.4 0.2713
H -0.897 4.185 3.388 0.2 -0.2 0.1 0.2677
H 2.240 1.796 3.319 -0.2 0.2 -0.2 0.2642
H 2.698 1.961 1.574 -0.1 0.1 0.2 0.2409
H 2.785 3.379 2.661 0.1 -0.1 0.0 0.2736
```
Positions in Å, forces in eV/Å.

Output
total charge = +3
LUMO level = -10.36 eV
orbital gap = 6.02 eV
relative energy (zero: lowest compared OMol25 entry of this formula, charge and spin) = 76.3 kJ/mol
spin multiplicity = 1
DFT total energy = -2834.51962 Eh



DFT (ωB97M-V/def2-TZVPD) results for C19H43KO6Si as an isolated structure in a non-equilibrium geometry.

The geometry in XYZ format:
```
70
Properties=species:S:1:pos:R:3:forces:R:3:nbo_charge:R:1
K -0.044 -0.013 -0.652 0.7 -0.6 0.8 0.9382
C -1.793 -1.034 -2.823 0.0 -0.3 0.3 -0.6585
C -2.326 -1.705 -1.522 -0.7 -0.3 -0.4 0.1502
C -3.407 -0.752 -0.936 0.2 -0.1 0.1 -0.6652
O -1.359 -2.016 -0.649 -0.2 -0.6 0.2 -0.9784
H -2.590 -0.847 -3.551 0.0 0.1 0.0 0.1739
H -1.041 -1.691 -3.269 0.0 0.0 0.0 0.1898
H -1.327 -0.085 -2.547 -0.3 0.1 -0.5 0.1932
H -2.894 -2.622 -1.879 0.0 0.2 0.0 0.0472
H -2.923 0.194 -0.671 -0.1 0.0 0.0 0.2296
H -3.821 -1.198 -0.027 0.0 0.0 0.0 0.1822
H -4.227 -0.562 -1.642 0.0 0.0 0.0 0.1585
C 5.311 1.061 -0.013 -0.3 -0.1 -0.3 -0.6497
C 5.518 1.237 -1.523 0.2 0.3 -0.1 0.2828
C 5.726 2.723 -1.833 -0.1 -0.1 0.0 -0.6147
C 6.751 0.440 -1.980 -0.3 0.0 0.0 -0.6349
O 4.389 0.837 -2.282 0.3 -0.1 0.2 -0.9342
Si 3.282 -0.381 -1.912 0.3 0.0 0.0 2.4314
O 2.316 -0.073 -0.743 1.0 0.0 0.0 -1.3725
O 4.298 -1.706 -1.673 -0.2 -0.2 -0.2 -0.9348
C 3.936 -3.077 -1.753 0.2 -0.3 0.1 0.2750
C 4.888 -3.818 -0.808 0.0 0.1 0.0 -0.6129
C 2.490 -3.342 -1.320 0.2 0.4 -0.1 -0.6442
C 4.150 -3.571 -3.192 -0.1 0.3 0.1 -0.6333
O 2.590 -0.698 -3.404 0.2 0.2 -0.2 -0.9395
C 2.172 0.234 -4.392 -0.2 0.0 -0.4 0.2788
C 1.147 -0.497 -5.261 0.1 0.0 0.2 -0.6188
C 1.533 1.470 -3.757 0.2 -0.2 0.2 -0.6375
C 3.364 0.647 -5.276 -0.1 -0.2 0.3 -0.6354
H 6.162 1.460 0.546 0.0 0.0 0.0 0.1821
H 5.186 0.002 0.210 0.0 0.0 0.1 0.2298
H 4.390 1.563 0.285 0.0 0.0 0.1 0.2392
H 6.625 3.109 -1.343 0.0 0.0 0.0 0.1814
H 4.858 3.286 -1.485 0.0 0.0 0.0 0.2151
H 5.818 2.866 -2.912 0.0 0.0 0.0 0.2004
H 7.653 0.758 -1.449 0.0 0.0 0.0 0.1806
H 6.899 0.574 -3.055 0.0 0.0 0.0 0.1982
H 6.557 -0.614 -1.789 0.1 -0.1 0.0 0.2348
H 4.698 -3.492 0.217 0.0 0.0 0.0 0.2088
H 5.924 -3.581 -1.061 0.0 0.0 0.0 0.1951
H 4.743 -4.900 -0.871 0.0 0.0 0.0 0.1849
H 2.316 -2.935 -0.324 0.0 0.0 0.0 0.2345
H 2.273 -4.412 -1.324 0.0 0.0 0.0 0.1902
H 1.799 -2.837 -1.994 -0.1 0.0 0.0 0.2402
H 5.175 -3.364 -3.510 0.0 0.0 0.0 0.1936
H 3.468 -3.023 -3.841 0.0 0.0 -0.1 0.2354
H 3.956 -4.644 -3.275 0.0 0.0 0.0 0.1837
H 0.288 -0.777 -4.653 0.0 0.0 -0.1 0.2333
H 1.599 -1.406 -5.664 0.0 0.0 0.0 0.1940
H 0.813 0.135 -6.088 0.0 0.0 0.0 0.1848
H 0.700 1.176 -3.118 0.0 0.1 -0.1 0.2318
H 1.176 2.165 -4.520 0.0 0.0 0.0 0.1915
H 2.271 1.974 -3.130 -0.1 0.1 0.0 0.2262
H 3.821 -0.246 -5.713 0.0 0.0 0.0 0.1954
H 4.105 1.141 -4.653 0.1 0.1 0.0 0.2314
H 3.042 1.317 -6.077 0.0 0.0 0.0 0.1845
C -2.219 2.917 -2.658 0.1 -0.1 0.2 -0.6452
C -1.752 3.038 -1.176 -0.3 0.6 -0.1 0.2884
C -3.015 3.414 -0.339 0.2 -0.1 -0.1 -0.6432
C -0.787 4.260 -1.104 -0.1 -0.2 0.0 -0.6395
O -1.171 1.909 -0.735 -0.7 1.4 -0.2 -0.9975
H -2.736 3.820 -3.007 0.0 0.0 0.0 0.1636
H -2.893 2.061 -2.741 0.0 0.0 0.0 0.2051
H -1.348 2.736 -3.294 0.0 0.0 0.0 0.1955
H -3.493 4.337 -0.692 0.0 0.0 0.0 0.1618
H -2.717 3.537 0.706 0.0 0.0 0.0 0.1904
H -3.732 2.591 -0.397 0.0 0.0 0.0 0.2012
H -1.253 5.183 -1.473 0.0 0.0 0.0 0.1617
H 0.103 4.041 -1.699 0.0 0.0 0.0 0.1993
H -0.479 4.403 -0.065 0.0 0.0 0.0 0.1913
```
Positions in Å, forces in eV/Å.

Output
total charge = -2
LUMO level = 4.54 eV
orbital gap = 5.37 eV
relative energy (zero: lowest compared OMol25 entry of this formula, charge and spin) = 31.5 kJ/mol
spin multiplicity = 1
DFT total energy = -2090.83542 Eh



DFT (ωB97M-V/def2-TZVPD) results for a 3-piece molecular cluster, C19H43N4O10P2 overall in a non-equilibrium geometry.

The geometry in XYZ format:
```
78
Properties=species:S:1:pos:R:3:forces:R:3:mulliken_charge:R:1
C -0.086 4.737 -1.211 0.0 -1.3 -0.4 -0.4439
C -0.134 4.767 -2.751 -0.3 0.2 2.3 0.3195
O -0.233 5.800 -3.312 0.2 0.7 -1.5 -0.4752
N -0.002 3.477 -3.402 -0.8 1.3 0.3 0.3961
C -1.175 2.612 -3.205 0.8 -2.8 0.7 0.4146
C -0.871 1.138 -2.820 1.0 1.1 0.4 -1.0477
O -2.294 2.975 -3.283 -0.9 1.3 -0.2 -0.4628
N 0.401 3.593 -4.758 1.1 -2.0 -1.3 0.0618
C 1.717 2.952 -4.978 1.9 0.1 -1.8 -0.5158
C 1.430 1.539 -5.579 0.0 1.1 1.4 -0.5115
N 0.038 1.723 -6.129 0.7 2.1 -0.3 -0.2437
C -0.399 2.963 -5.716 0.5 0.3 1.3 0.0842
N -1.460 3.610 -6.164 -0.9 -0.3 -0.5 -0.2767
H 0.018 3.690 -0.873 0.1 0.5 0.1 -0.1336
H -1.002 5.151 -0.763 0.3 0.0 -0.4 0.3171
H 0.791 5.317 -0.879 -0.4 -0.2 -0.2 0.3380
H 0.215 1.038 -2.635 -0.5 -0.2 -0.3 0.2755
H -1.243 0.427 -3.569 0.0 0.2 0.4 0.2893
H -1.340 0.996 -1.828 -0.1 -0.2 -0.6 0.3765
H 2.258 3.450 -5.813 -0.7 0.5 0.5 0.3314
H 2.461 3.029 -4.174 -0.9 -0.3 0.2 0.3988
H 2.076 1.356 -6.447 0.0 -0.4 0.7 0.4027
H 1.520 0.846 -4.731 -0.4 -0.6 -0.9 0.2193
H 0.168 1.856 -7.137 -0.9 -1.0 -0.1 0.3708
H -2.389 3.199 -6.183 0.4 -0.3 -0.6 0.2759
H -1.373 4.547 -6.545 0.0 0.2 1.0 0.2575
O 3.597 2.130 0.512 -0.3 -3.7 -1.6 -0.8110
P 3.299 1.249 1.701 0.1 5.3 5.9 1.2809
O 1.873 1.904 2.205 0.2 -0.6 -0.6 -0.3723
C 0.717 1.699 1.401 -0.3 -0.1 0.0 -0.3967
C 0.157 0.299 1.570 0.1 -0.1 -0.2 -0.8318
O 4.349 1.961 2.752 -0.1 -0.7 -0.4 -0.3779
C 5.587 2.514 2.295 0.1 0.4 0.1 -0.3436
C 5.504 4.026 2.285 -0.1 0.1 0.0 -1.1248
O 3.152 -0.058 2.710 0.0 -0.6 -3.6 -0.3730
C 3.425 -0.045 4.117 0.4 -0.4 1.0 -0.1817
C 2.478 0.808 4.929 -0.1 0.4 -0.2 -0.9030
H 0.953 1.899 0.349 0.1 0.0 0.0 0.0428
H -0.028 2.431 1.720 0.1 0.1 0.1 0.4035
H 0.857 -0.451 1.191 -0.1 0.0 0.0 0.2437
H -0.784 0.192 1.026 0.0 -0.1 0.1 0.4927
H -0.019 0.074 2.621 -0.1 0.0 0.0 0.1653
H 5.856 2.124 1.314 -0.1 0.0 0.0 0.3490
H 6.363 2.193 2.993 -0.1 -0.1 0.1 0.3331
H 4.648 4.372 1.703 0.1 -0.1 -0.1 0.2629
H 6.412 4.465 1.869 0.0 0.0 0.0 0.3907
H 5.365 4.405 3.300 0.1 0.0 0.0 0.3011
H 4.465 0.216 4.307 -0.1 0.2 -0.2 0.2355
H 3.316 -1.084 4.439 -0.1 -0.1 -0.4 0.3513
H 2.632 1.870 4.742 0.0 0.0 0.0 0.2515
H 2.641 0.632 5.994 0.1 -0.1 -0.1 0.4155
H 1.439 0.576 4.692 0.0 -0.1 0.0 0.1725
O -2.279 -2.328 1.366 -1.2 1.0 3.6 -0.6519
P -2.986 -3.570 1.844 0.7 -4.7 -6.4 1.1200
O -1.771 -4.673 1.718 -0.3 0.6 0.6 -0.3098
C -0.686 -4.604 2.645 0.2 -0.1 0.2 -0.1922
C -1.076 -5.159 4.003 -0.1 0.1 0.0 -0.9906
O -3.804 -3.884 0.442 -0.3 0.2 0.7 -0.3964
C -4.254 -2.820 -0.394 0.1 0.0 -0.3 -0.3893
C -3.376 -2.726 -1.626 0.2 -0.1 -0.1 -1.0833
O -3.971 -4.615 2.672 1.1 3.0 1.7 -0.3985
C -4.725 -5.679 2.079 -0.9 -0.6 -0.2 -0.1778
C -3.884 -6.790 1.492 0.4 0.2 -0.2 -0.9015
H -0.334 -3.571 2.734 0.0 0.0 -0.1 0.1486
H 0.128 -5.196 2.225 -0.1 0.0 -0.1 0.3110
H -1.843 -4.538 4.474 0.0 0.0 0.0 0.2762
H -0.211 -5.194 4.666 0.0 0.0 0.0 0.4168
H -1.488 -6.164 3.907 0.1 0.0 0.0 0.1956
H -4.281 -1.875 0.148 0.1 0.0 0.0 0.3383
H -5.280 -3.052 -0.691 0.0 -0.1 0.1 0.3393
H -2.323 -2.632 -1.354 -0.1 0.1 0.1 0.2415
H -3.658 -1.870 -2.243 -0.1 0.0 0.0 0.3770
H -3.464 -3.634 -2.225 -0.1 0.0 0.0 0.3276
H -5.440 -5.291 1.355 0.2 0.1 -0.1 0.2189
H -5.323 -6.094 2.894 0.2 0.3 0.2 0.3564
H -3.359 -6.466 0.594 0.0 0.0 0.0 0.2512
H -4.521 -7.632 1.219 -0.1 0.1 0.1 0.4035
H -3.136 -7.134 2.206 -0.1 0.0 0.0 0.1757
```
Positions in Å, forces in eV/Å.

Output
total charge = +1
LUMO level = -4.65 eV
orbital gap = 7.03 eV
relative energy (zero: lowest compared OMol25 entry of this formula, charge and spin) = 394.3 kJ/mol
spin multiplicity = 1
DFT total energy = -2403.58979 Eh